No. 1
{
  "formula": "C23H47O22V",
  "method": "wB97M-V/def2-TZVPD",
  "mol_weight_g_mol": 726.55,
  "relative_energy_kcal_mol": 91.4,
  "homo_ev": [-11.6, -11.8],
  "energy_ha": -3503.49584,
  "charge": 1,
  "orbital_gap_ev": [7.1, 7.3],
  "spin_multiplicity": 4,
  "elements": ["C", "C", "H", "C", "C", "H", "H", "C", "H", "C", "H", "H", "C", "H", "C", "O", "O", "O", "H", "H", "C", "O", "O", "O", "H", "C", "H", "C", "H", "O", "O", "C", "O", "O", "O", "H", "C", "H", "H", "O", "C", "C", "C", "O", "H", "H", "H", "H", "H", "O", "H", "H", "H", "O", "O", "H", "O", "H", "H", "O", "C", "O", "C", "H", "C", "H", "O", "H", "O", "H", "C", "H", "H", "H", "H", "H", "O", "C", "H", "C", "H", "H", "H", "H", "H", "H", "H", "H", "H", "H", "C", "V", "H"],
  "positions_angstrom": [[-17.2284, -0.4142, 1.9189], [-18.3034, -2.4258, -2.1900], [-14.3050, -0.3861, -1.4489], [-15.4410, -5.7885, -7.3610], [-17.4452, 4.2209, -7.3495], [-15.0957, -1.9494, -5.5864], [-15.8805, -2.6794, -4.0867], [-17.2762, -5.0514, -11.7536], [-12.5978, -3.7403, -4.9556], [-11.8880, -6.4146, -9.1467], [-13.6925, 1.9593, -6.0803], [-15.1636, -3.6400, -5.2400], [-17.6527, -1.3868, -0.1782], [-15.7479, -4.9466, -6.7405], [-17.8753, 2.5140, -5.7372], [-11.7845, -5.1414, -8.5674], [-18.0814, 1.5626, -6.4409], [-17.7700, 3.8068, -6.0235], [-13.8245, 0.1444, -5.8537], [-17.8500, 0.4137, 1.5781], [-11.9893, -0.1988, -2.9774], [-17.0007, -0.4868, -0.7150], [-16.9776, -7.3205, -4.2915], [-18.3977, -2.3769, -0.8256], [-16.1475, -0.3881, 1.7805], [-14.7917, -1.9252, -9.1039], [-17.6699, -5.9893, -6.1253], [-17.7182, -8.1522, -4.8796], [-9.0130, -0.7256, -4.1879], [-10.9569, -0.7296, -3.5757], [-17.7037, -5.0353, -8.9111], [-15.7430, -2.7196, -5.1672], [-17.9080, -9.4481, -4.5865], [-15.0817, 1.0191, -7.2966], [-17.7631, -1.3890, -5.9768], [-9.3448, 0.0355, -2.6305], [-14.2998, -0.6807, -2.4984], [-13.0075, 0.9193, -7.2295], [-16.8560, -3.0254, -6.9347], [-16.5960, 0.0133, -8.5768], [-17.0697, -2.6522, -5.9331], [-11.4671, -5.0607, -7.2245], [-17.5705, 1.1311, -3.7883], [-13.0340, -1.0340, -2.9042], [-14.8564, 0.0564, -3.0770], [-18.6359, -1.4217, -2.4532], [-13.9436, -2.5706, -9.3325], [-18.5314, 0.6357, -3.9274], [-17.5685, 1.2082, -2.7010], [-11.9842, 0.9760, -2.6798], [-14.8869, -1.5986, -2.4678], [-9.7817, 0.9032, -4.1235], [-18.3373, -10.1430, -2.7228], [-11.2826, -6.0572, -6.5368], [-17.6803, 2.3676, -4.4010], [-12.8208, -6.7932, -8.7288], [-16.2770, -5.1738, -10.7794], [-15.6155, -2.5234, -8.7145], [-11.0542, -7.0266, -8.8029], [-14.4687, -0.8077, -8.2963], [-9.7064, -0.0770, -3.6526], [-11.7325, -3.8564, -6.8542], [-16.6262, -5.1918, -9.4416], [-11.3745, -2.5610, -5.2517], [-13.8532, 0.9866, -6.5451], [-19.4196, -5.9966, -5.5110], [-17.7734, -1.4668, 1.1498], [-17.2962, -2.7461, -2.4567], [-15.4825, -5.4786, -8.7852], [-18.9412, -6.3190, -7.1964], [-11.6214, -3.6089, -5.4220], [-16.5568, 4.8513, -7.3117], [-17.6084, -0.4438, 2.9401], [-17.7827, -3.4037, -5.5942], [-16.7427, -4.5284, -12.5473], [-14.4681, -6.2010, -7.0937], [-18.4502, -7.8236, -5.8294], [-17.4496, -9.9568, -3.3273], [-17.6197, -6.0289, -12.0922], [-15.4407, 0.0910, -8.1718], [-18.2502, 4.8468, -7.7348], [-18.9277, -3.2796, -2.4532], [-10.9103, -4.3193, -5.0006], [-16.7171, 0.5656, -4.1626], [-18.1103, -4.3826, -11.5415], [-16.1520, -6.6013, -7.2130], [-12.0343, -6.3514, -10.2250], [-15.0116, -1.6064, -10.1228], [-17.2990, 3.4182, -8.0722], [-16.7930, -9.2652, -2.7995], [-18.6597, -6.4451, -6.1509], [-18.7517, -0.1938, -7.5822], [-16.8510, -10.8365, -3.5639]]
}



No. 2
{
  "formula": "C15H19N3OS",
  "method": "wB97M-V/def2-TZVPD",
  "mol_weight_g_mol": 289.40,
  "relative_energy_kcal_mol": 1.4,
  "homo_ev": -8.0,
  "energy_ha": -1220.73455,
  "orbital_gap_ev": 8.6,
  "spin_multiplicity": 1,
  "elements": ["H", "H", "C", "H", "H", "C", "H", "H", "H", "C", "H", "C", "C", "C", "H", "S", "C", "N", "C", "H", "H", "C", "H", "C", "C", "H", "C", "H", "O", "N", "C", "H", "C", "C", "H", "H", "H", "N", "H"],
  "positions_angstrom": [[-2.2742, 1.9972, 3.7361], [-3.9760, 3.7946, 2.8431], [-3.5458, 2.9621, 2.2814], [-2.4946, 0.3923, 1.7801], [3.0505, -0.7573, 0.8805], [1.7738, -1.0035, -0.8459], [-4.2862, 2.6320, 1.5513], [-1.1367, 0.6828, -1.4585], [4.2694, -2.0368, -0.9136], [0.5891, -0.6006, -1.5039], [-3.9970, 1.8078, 4.0324], [0.1482, 0.9287, 0.2515], [-1.7924, 2.4794, 0.5267], [1.7451, -3.0186, -3.8597], [-0.2178, 2.2165, 1.7835], [2.8453, -4.3947, -3.4097], [-3.2358, 1.8156, 3.2484], [0.4568, -1.3138, -2.6666], [-3.2260, 0.4449, 2.5808], [4.9477, -3.9931, -2.3692], [-2.9910, -0.3283, 3.3096], [2.1520, -0.4509, 0.3661], [2.2056, -2.4779, -4.6919], [-0.2361, 0.3744, -0.9586], [1.3259, 0.5150, 0.8986], [-2.6237, 4.3738, 0.9589], [1.4925, -2.1004, -2.7221], [4.4232, -2.5937, -3.3375], [-2.3874, 2.2144, -0.4928], [2.3416, -1.9584, -1.6568], [-2.3188, 3.4938, 1.5289], [1.5888, 0.9689, 1.8442], [4.1071, -3.3484, -2.6159], [3.5321, -2.7133, -1.3614], [-4.2035, 0.2284, 2.1561], [-1.5455, 3.7918, 2.2397], [3.2947, -3.4984, -0.6309], [-0.6045, 1.9183, 0.8993], [0.8035, -3.4446, -4.2021]]
}



No. 3
{
  "formula": "C23H27N5O4S",
  "method": "wB97M-V/def2-TZVPD",
  "mol_weight_g_mol": 469.57,
  "relative_energy_kcal_mol": 0.0,
  "homo_ev": -7.8,
  "energy_ha": -1865.63371,
  "orbital_gap_ev": 8.3,
  "spin_multiplicity": 1,
  "elements": ["C", "C", "C", "H", "C", "C", "H", "H", "H", "H", "H", "O", "C", "C", "N", "C", "H", "H", "N", "C", "H", "H", "O", "N", "H", "H", "C", "H", "H", "C", "C", "C", "H", "H", "C", "H", "C", "C", "C", "H", "H", "H", "C", "H", "H", "S", "H", "O", "N", "O", "H", "C", "H", "C", "N", "C", "H", "C", "H", "C"],
  "positions_angstrom": [[2.0055, 1.3238, -0.8219], [1.8171, -3.2323, -1.0021], [3.6384, -0.4780, -0.7483], [-1.3300, 0.5687, 2.7764], [3.9154, 1.7929, 0.4477], [-1.7628, -1.7877, 1.6922], [-7.0538, -1.5518, 0.3207], [3.7022, 3.8243, 2.4948], [-7.0921, 0.5551, -0.6192], [5.6112, 0.5734, 0.8095], [5.2013, 1.6684, 2.1405], [1.6946, -0.8028, 1.4855], [5.2581, 1.5691, 1.0575], [3.5630, 4.1109, 1.4520], [-0.5095, -1.0800, 1.8180], [-3.4699, 1.6904, -1.1887], [-6.4711, -1.8465, 1.9767], [-7.1568, -0.2596, 1.5506], [2.7015, -1.1196, -1.5851], [-3.7102, 0.6799, -0.2644], [-6.6183, 2.3232, -2.2296], [0.0665, -3.4876, 0.7159], [-5.2416, -0.7105, 0.8896], [-2.6900, 0.1164, 0.5099], [2.7926, 4.8750, 1.3981], [4.5030, 4.5318, 1.0947], [-6.0693, 0.8611, -0.7724], [-0.7809, 0.6817, -0.2367], [-2.4572, 2.0101, -1.3756], [3.1830, 2.9265, 0.6364], [-4.5046, 2.2868, -1.8904], [1.5333, -0.5377, -1.9528], [5.9717, 2.3056, 0.6883], [0.8720, -1.1299, -2.5708], [-6.5581, -1.1010, 1.1871], [-3.4333, -1.8178, 0.3267], [-5.8030, 1.8702, -1.6866], [0.7171, -1.5363, 1.5213], [-2.4744, -1.3131, 0.4208], [1.1251, -3.5679, 2.1576], [-1.6498, 1.9032, 0.7322], [2.7281, -2.7533, -2.9094], [2.8855, -2.5381, -1.8513], [-1.6128, -2.8647, 1.6763], [-1.8488, -1.5638, -0.4536], [1.6522, 2.8911, -0.2010], [0.2510, 0.8403, 1.9889], [4.6383, -1.0781, -0.3985], [1.1498, 0.6406, -1.6104], [0.8259, -3.7398, -1.4807], [-4.2864, 3.0693, -2.6011], [3.2442, 0.8608, -0.3945], [2.8398, -2.5669, 0.6259], [-0.7205, 0.3543, 1.8945], [2.0450, -3.1235, 0.3276], [-1.4406, 0.8374, 0.6323], [3.9000, -2.8050, -1.5465], [-5.0451, 0.2689, -0.0534], [-2.3819, -1.5326, 2.5579], [0.9151, -3.0338, 1.2266]]
}



No. 4
{
  "formula": "C28H35N5P2Pb",
  "method": "wB97M-V/def2-TZVPD",
  "mol_weight_g_mol": 710.77,
  "homo_ev": [-13.0, -13.0],
  "energy_ha": -2236.36013,
  "charge": 2,
  "orbital_gap_ev": [3.8, 4.4],
  "spin_multiplicity": 1,
  "elements": ["H", "C", "H", "C", "N", "C", "C", "C", "C", "H", "C", "H", "C", "N", "H", "H", "H", "C", "C", "C", "H", "N", "P", "H", "H", "H", "Pb", "C", "H", "H", "H", "C", "H", "H", "C", "C", "C", "H", "H", "H", "C", "C", "C", "C", "C", "H", "H", "H", "C", "H", "H", "H", "H", "H", "H", "C", "C", "C", "C", "H", "H", "H", "H", "H", "C", "P", "N", "H", "C", "N", "H"],
  "positions_angstrom": [[-3.2551, 2.1023, -1.7597], [0.1888, 2.9029, -5.4296], [1.6880, 2.3928, 2.5967], [-2.4521, 0.5492, -0.4276], [-2.1047, 0.5610, 0.9252], [2.9083, -2.9598, 1.7050], [-0.5391, -1.7268, 0.7170], [0.9979, 1.9054, -4.6509], [-4.0841, -3.2021, 3.4141], [1.6407, 0.0511, -3.9595], [3.6349, 0.7794, 0.4901], [3.7623, -0.7866, 4.0236], [-4.7113, -2.9507, 2.1251], [-2.8533, -1.6391, 2.2982], [-3.1281, 3.6731, 0.4619], [-1.6353, 3.2785, -6.5061], [0.7920, 3.3116, -6.2577], [0.8408, -1.0573, 0.4306], [-1.1652, 2.4086, -5.9929], [3.2912, 2.9581, 1.1092], [-4.0550, -1.5228, 0.5166], [2.8261, -1.6785, 2.2859], [1.7407, -0.5268, 1.8511], [-2.9619, 0.5645, -3.6107], [-2.8201, 2.6850, -4.5712], [-0.1885, 0.0017, -6.3904], [-0.1197, 0.0902, 3.5476], [4.0616, 2.0849, 0.2447], [4.0764, -4.7371, 2.2098], [-2.2233, -2.2594, 4.2655], [1.1354, 1.4788, 5.6936], [-1.3699, -0.5195, -4.6333], [-1.1694, -1.0007, -3.6563], [2.3502, 0.9117, 4.5463], [-0.1775, -0.0808, 5.7230], [2.4209, 2.1597, 1.8533], [3.6845, -1.6672, 3.4284], [5.0091, -3.2026, 4.2576], [-5.6036, -3.3926, 1.7558], [-2.3378, -0.3456, -1.0157], [4.2970, -2.9150, 3.5193], [-2.3414, 1.8635, 1.4295], [-2.9193, 1.8168, -0.7907], [-0.0155, -0.3279, -5.3579], [-2.9522, -2.3970, 3.4985], [3.3715, 4.0197, 1.1755], [-0.9914, 1.6588, -6.7753], [1.7813, 2.3778, -4.0315], [-2.1749, 0.7087, -4.3744], [-1.9713, -1.2547, -5.1968], [4.8190, 2.3763, -0.4410], [-1.1100, -1.8969, -0.2056], [3.9514, -0.1593, 0.0819], [-2.1237, 2.0848, 2.4542], [1.8242, -0.3448, 5.6408], [-2.1036, 1.9155, -4.9357], [1.5351, 0.5967, 5.1443], [3.8028, -3.7306, 2.4294], [-3.9333, -2.0005, 1.4646], [-4.4320, -3.8726, 4.1655], [-0.0091, 3.7624, -4.7632], [0.6901, -0.1614, -0.1867], [1.4987, -1.7308, -0.1309], [0.4560, -1.3342, -5.4358], [0.9247, 0.5793, -4.6245], [-1.5781, -0.7703, 1.7910], [-0.0892, -0.0319, 6.9175], [-0.4084, -2.7056, 1.2090], [-2.8484, 2.6462, 0.3924], [2.6357, 0.8181, 1.4801], [2.3194, -3.1854, 0.8421]]
}



No. 5
{
  "formula": "C4H10O",
  "method": "wB97M-V/def2-TZVPD",
  "mol_weight_g_mol": 74.12,
  "relative_energy_kcal_mol": 34.5,
  "homo_ev": -9.6,
  "energy_ha": -233.58998,
  "orbital_gap_ev": 10.7,
  "spin_multiplicity": 1,
  "elements": ["C", "C", "H", "H", "H", "H", "C", "H", "H", "C", "H", "H", "H", "O", "H"],
  "positions_angstrom": [[-1.0897, -0.3603, -0.9508], [-0.7726, 0.4728, 1.6592], [-0.3817, 1.2912, 2.2929], [2.9164, -0.2843, -0.4800], [1.5247, -1.3845, -0.9882], [-0.7614, -0.8362, -1.9191], [-0.1415, 0.4075, 0.2350], [1.6059, 0.2934, -1.5144], [-1.7861, 0.3954, -1.3434], [1.8471, -0.3842, -0.6853], [0.0092, 1.4478, -0.1098], [-0.5729, -0.4374, 2.2419], [-1.7055, -1.1601, -0.5212], [1.1570, -0.0784, 0.4895], [-1.8490, 0.6172, 1.5938]]
}



No. 6
{
  "formula": "CH6N2O2S",
  "method": "wB97M-V/def2-TZVPD",
  "mol_weight_g_mol": 110.14,
  "relative_energy_kcal_mol": 145.1,
  "homo_ev": [-8.5, -7.8],
  "energy_ha": -699.61915,
  "orbital_gap_ev": [8.2, 7.4],
  "spin_multiplicity": 1,
  "elements": ["H", "O", "S", "H", "C", "N", "N", "H", "H", "H", "H", "O"],
  "positions_angstrom": [[1.5485, 3.5657, -0.5196], [0.0067, 2.7007, 0.3982], [-1.9410, -0.5299, 0.0664], [-0.6987, -2.6739, 1.5306], [0.0079, -2.2446, 0.6790], [-0.7596, -1.5202, -0.3404], [1.1835, 2.5629, -0.4586], [0.8942, 2.1823, -1.3693], [0.7840, -1.6820, 1.2277], [0.5650, -3.2248, 0.2458], [-0.5283, -1.4576, -1.2533], [-1.0622, 2.3215, -0.2064]]
}



No. 7
{
  "formula": "C7H5AgLiO3",
  "method": "wB97M-V/def2-TZVPD",
  "mol_weight_g_mol": 251.92,
  "homo_ev": [-2.9, -2.9],
  "energy_ha": -649.81527,
  "charge": -1,
  "orbital_gap_ev": [3.2, 3.2],
  "spin_multiplicity": 1,
  "elements": ["H", "O", "O", "Ag", "C", "H", "H", "H", "C", "C", "C", "O", "C", "H", "Li", "C", "C"],
  "positions_angstrom": [[0.9886, -4.9821, 1.5411], [-0.9051, -1.5687, 1.2676], [-3.7165, 4.5280, -2.3753], [3.2790, 1.1974, -0.3788], [-0.5106, -2.7642, 1.4010], [-1.2131, 2.3318, 0.6067], [0.3919, 2.0133, -2.0036], [1.4998, -2.0635, 0.6681], [0.1340, 1.8917, -0.9389], [1.5672, -4.1021, 1.2444], [-1.0180, 2.4417, -0.4737], [0.9754, 1.1688, -0.1931], [0.9513, -2.9237, 1.0907], [2.6307, -4.2419, 1.0404], [-0.2715, 0.0366, 0.6034], [-1.9578, 3.1824, -1.2615], [-2.8252, 3.8547, -1.8385]]
}



No. 8
{
  "formula": "C29H29N2O4",
  "method": "wB97M-V/def2-TZVPD",
  "mol_weight_g_mol": 469.56,
  "homo_ev": -10.1,
  "energy_ha": -1532.58256,
  "charge": 1,
  "orbital_gap_ev": 5.6,
  "spin_multiplicity": 1,
  "elements": ["C", "H", "H", "C", "N", "H", "H", "H", "N", "C", "H", "H", "C", "C", "C", "H", "H", "H", "H", "C", "H", "H", "H", "H", "H", "O", "H", "O", "H", "H", "C", "C", "H", "C", "C", "H", "C", "H", "O", "C", "C", "C", "H", "C", "H", "C", "C", "H", "C", "H", "C", "H", "C", "C", "C", "O", "C", "C", "H", "C", "C", "C", "H", "C"],
  "positions_angstrom": [[2.0573, 2.8441, 3.5460], [-2.9304, -3.4179, -3.9190], [3.9673, -2.0266, -1.7096], [3.0422, 2.8445, 5.6882], [0.0267, -2.2159, -0.3970], [4.2015, 2.9465, 3.8308], [-0.5101, -3.4204, -4.7990], [0.1875, -3.8669, 2.4139], [0.2114, -1.8448, 1.7125], [1.4922, -1.3890, -2.1450], [-0.5862, -1.1084, 3.5129], [-4.1621, 1.1616, -4.3450], [1.1285, 2.4017, 4.5258], [-2.5473, 2.0872, -1.9065], [1.2713, -2.2525, -4.3773], [1.0061, -1.8723, 3.6254], [-3.5320, -0.7137, -0.1608], [-0.8368, 1.6040, 4.9399], [-1.4534, 1.5671, 2.5135], [-0.0342, -3.4588, 0.2472], [1.6950, -2.4272, -5.3625], [4.0325, -1.1223, -0.1658], [-2.5609, 2.8251, -3.9418], [-3.6770, 3.6763, -2.8635], [3.6935, 1.9949, 5.9321], [-1.5850, -3.3301, -2.2921], [4.1387, -0.2355, -1.7171], [2.2562, -0.9337, -1.1062], [-5.3445, 2.1184, -3.4167], [1.1836, 2.0411, -0.2215], [-3.2961, 0.9508, -1.5050], [-1.7599, 0.4665, 0.2448], [2.9701, -1.0935, -3.7034], [-3.2356, 2.6976, -3.0898], [0.5357, 2.0974, 1.8036], [-0.1220, -4.3755, -0.2945], [0.2876, -2.0144, -1.7866], [3.3220, 4.4356, 4.2336], [-4.3323, 0.6524, -2.3273], [0.0703, -1.1989, 0.5197], [-2.4071, -4.0847, -3.2183], [0.0445, -2.8365, -4.0604], [-3.1383, -4.5965, -2.5899], [0.3303, 1.8219, 0.4342], [0.8332, -0.2518, 2.8861], [1.8007, 2.6446, 2.2096], [3.6871, -1.0940, -1.1983], [3.1795, 3.6211, 6.4461], [0.3732, -1.2360, 2.9953], [2.5558, 2.9168, 1.4642], [-0.4478, 1.8474, 2.8250], [-1.8140, -4.8196, -3.7798], [-0.9114, 1.5259, -0.1956], [-0.1412, 1.9149, 4.1632], [3.2757, 3.3379, 4.2598], [1.6343, 2.3688, 5.7838], [-2.9153, 0.1421, -0.4226], [1.9848, -1.4984, -3.4542], [-1.5227, -0.0239, 1.1967], [-0.4408, -2.7376, -2.7429], [-1.3236, 2.3192, -1.3033], [-4.3408, 1.6797, -3.3949], [-0.7011, 3.1665, -1.6000], [0.1335, -3.2223, 1.5593]]
}